1.
12
Properties=species:S:1:pos:R:3 method="wB97M-V/def2-TZVPD" e_homo_ev=-10.14 charge=0 total_energy_ha=-265.33679 gap_ev=10.18
N 3.19 -0.18 -0.10
C 2.06 -0.24 0.13
C 0.63 -0.30 0.39
C -0.35 0.86 0.26
C -1.33 -0.28 -0.03
N -0.19 -1.07 -0.56
H 0.43 -0.56 1.44
H -0.49 1.57 1.11
H -0.07 1.07 -1.15
H -2.09 -0.11 -0.79
H -1.82 -0.71 0.86
H 0.03 -0.06 -1.57

2.
12
Properties=species:S:1:pos:R:3 method="wB97M-V/def2-TZVPD" smiles=Cc1cn[nH]c1 e_homo_ev=-9.07 charge=0 total_energy_ha=-265.51478 gap_ev=10.11
C -1.73 -0.30 0.07
C -0.27 0.03 0.00
C 0.77 -0.81 -0.31
N 1.91 -0.09 -0.20
N 1.70 1.17 0.18
C 0.38 1.26 0.29
H -2.31 0.20 -0.71
H -1.88 -1.38 -0.04
H -2.14 -0.01 1.04
H 0.78 -1.85 -0.62
H 2.86 -0.42 -0.29
H -0.07 2.20 0.58

3.
12
Properties=species:S:1:pos:R:3 method="wB97M-V/def2-TZVPD" e_homo_ev=-8.52 charge=0 total_energy_ha=-265.43214 gap_ev=9.40
N 0.70 0.04 -1.94
C 0.18 -0.25 -0.62
C 1.07 -0.72 0.50
N 0.34 -0.38 1.56
C -0.84 0.38 1.30
C -0.91 0.59 -0.02
H 1.51 -0.55 -2.10
H 1.03 1.00 -2.01
H -0.44 -1.17 -0.71
H 0.59 -0.65 2.50
H -1.52 0.64 2.10
H -1.70 1.07 -0.57